[1]
Density functional theory data (wB97M-V/def2-TZVPD) for a molecular structure, C17H35N2P2SSiSr.

The relative energy (zero: lowest compared OMol25 entry of this formula, charge and spin) is 244.13 kcal/mol. Its total charge is +1. The total energy comes out at -59289.9422 eV. The value obtained for the LUMO energy is -3.41 eV. The value obtained for the HOMO-LUMO gap is 0.1972 Eh. The HOMO energy comes out at -8.77 eV.

The geometry in XYZ format:
```
59
C17H35N2P2SSiSr, DFT wB97M-V/def2-TZVPD
Sr 0.057 -0.094 -0.205
C -0.204 -3.125 -2.892
P -0.991 -1.854 -1.755
C -0.014 -0.367 -2.385
C 0.400 -2.216 -0.434
C 0.216 -3.444 0.159
C 1.342 -4.153 0.610
C 2.535 -3.489 0.743
C 2.660 -2.137 0.371
C 1.674 -1.526 -0.377
P 2.260 0.023 -1.492
C 2.845 -1.095 -2.897
C 4.028 0.195 -0.925
H -0.706 -4.078 -2.726
H 0.843 -3.276 -2.644
H -0.315 -2.833 -3.935
H -0.388 0.665 -2.224
H 0.146 -0.461 -3.453
H 0.725 -0.912 -1.709
H -0.755 -3.914 0.059
H 1.262 -5.202 0.859
H 3.404 -4.000 1.135
H 3.577 -1.608 0.584
H 3.145 -2.042 -2.452
H 3.715 -0.636 -3.361
H 2.118 -1.292 -3.680
H 4.608 -0.723 -0.994
H 4.135 0.645 0.062
H 4.446 0.900 -1.650
C -3.335 0.816 2.018
Si -3.234 2.063 0.576
C -4.331 1.224 -0.723
C -3.795 3.748 1.160
C -1.564 2.042 -0.231
H -4.359 0.553 2.284
H -2.820 1.186 2.908
H -2.797 -0.072 1.673
H -5.365 1.033 -0.433
H -3.827 0.263 -0.875
H -4.336 1.761 -1.673
H -4.831 3.749 1.508
H -3.715 4.479 0.354
H -3.163 4.083 1.987
H -0.934 2.904 0.008
H -1.826 2.103 -1.307
C 1.120 3.885 2.870
N 0.940 2.827 3.857
C 0.494 1.593 3.579
S 0.063 1.201 1.999
N 0.322 0.774 4.630
C -0.172 -0.593 4.581
H 1.738 4.659 3.313
H 0.155 4.287 2.556
H 1.590 3.476 1.979
H 1.051 3.096 4.821
H 0.530 1.129 5.550
H 0.592 -1.281 4.943
H -0.430 -0.825 3.554
H -1.059 -0.687 5.206
```

***

[2]
Density functional theory data (wB97M-V/def2-TZVPD) for a gas-phase ion, C4H12N2S (charge +1).

The relative energy (zero: lowest compared OMol25 entry of this formula, charge and spin) is 67.30 kcal/mol. Its total charge is +1. The total energy comes out at -18147.6851 eV. The value obtained for the LUMO energy (spin up / spin down) is -3.97 / -9.00 eV. The value obtained for the HOMO-LUMO gap (spin up / spin down) is 0.3232 / 0.1376 Eh. The HOMO energy (spin up / spin down) comes out at -12.77 / -12.74 eV. As for the spin multiplicity: 2.

The geometry in XYZ format:
```
19
C4H12N2S, DFT wB97M-V/def2-TZVPD
C -0.534 0.765 1.407
C -0.509 0.105 0.065
C -1.877 -0.564 -0.303
S -3.130 0.767 -0.207
N 0.603 -0.971 -0.091
C 1.999 -0.322 -0.007
N 2.715 -0.673 -1.242
H -1.083 0.240 2.112
H 0.494 1.031 1.681
H -1.235 1.692 1.251
H -0.288 0.830 -0.697
H -2.000 -0.922 -1.348
H -2.213 -1.283 0.441
H -2.835 1.408 -1.432
H 0.450 -1.500 0.850
H 1.805 0.758 0.029
H 2.393 -0.690 0.946
H 2.020 -0.892 -1.944
H 3.225 0.219 -1.511
```

***

[3]
Density functional theory data (wB97M-V/def2-TZVPD) for a molecular structure, C22H20BrN6O5SSeTi.

Its total charge is -1. The total energy comes out at -211661.9717 eV. The value obtained for the LUMO energy (spin up / spin down) is 1.35 / 1.26 eV. The value obtained for the HOMO-LUMO gap (spin up / spin down) is 0.2250 / 0.2071 Eh. The HOMO energy (spin up / spin down) comes out at -4.77 / -4.38 eV.

The geometry in XYZ format:
```
57
C22H20BrN6O5SSeTi, DFT wB97M-V/def2-TZVPD
Ti 0.086 0.450 0.148
N -3.095 2.644 -0.590
C -2.033 3.640 -0.371
C -0.685 2.982 -0.130
O 0.226 3.114 -0.950
N -0.488 2.207 0.972
C -1.432 2.065 2.060
C -1.932 0.625 2.107
O -2.592 0.201 3.024
O -1.550 -0.059 1.039
H -3.913 2.841 -0.032
H -2.789 1.707 -0.358
H -2.260 4.277 0.488
H -1.915 4.281 -1.240
H -2.296 2.726 1.999
H -0.941 2.267 3.012
N 1.895 -0.893 2.962
C 2.437 0.294 2.594
C 3.481 0.843 3.372
C 3.997 2.065 3.047
C 3.482 2.752 1.946
C 2.478 2.155 1.236
N 1.944 0.945 1.528
H 2.355 -1.392 3.701
H 1.352 -1.477 2.332
H 3.854 0.273 4.214
H 4.802 2.488 3.636
H 3.863 3.714 1.638
H 2.052 2.657 0.379
Se 2.328 0.344 -1.537
N -0.356 0.449 -1.552
C -0.492 0.827 -2.817
C -1.758 1.097 -3.406
C -1.850 1.463 -4.719
C -0.694 1.591 -5.532
C 0.536 1.359 -4.996
C 0.683 0.978 -3.629
N 1.940 0.818 -3.178
H -2.636 1.025 -2.779
H -2.826 1.665 -5.146
H -0.791 1.883 -6.570
H 1.441 1.458 -5.581
Br -5.249 -4.529 -1.782
C -3.656 -3.868 -0.979
C -2.826 -3.038 -1.712
C -1.672 -2.551 -1.114
C -1.353 -2.908 0.188
C -2.198 -3.741 0.905
C -3.362 -4.225 0.327
C -0.106 -2.413 0.852
O 0.296 -2.960 1.862
O 0.534 -1.409 0.287
H -3.080 -2.764 -2.727
H -1.023 -1.878 -1.655
H -1.935 -3.999 1.922
H -4.033 -4.865 0.882
S 4.407 0.499 -1.413
```

***

[4]
Density functional theory data (wB97M-V/def2-TZVPD) for 3 unconnected molecules or ions with the total composition C6H6.

As for the structure (SMILES): C#C.C#C.C#C. The relative energy (zero: lowest compared OMol25 entry of this formula, charge and spin) is 154.77 kcal/mol. The total energy comes out at -6312.4886 eV. The value obtained for the LUMO energy is 1.11 eV. The value obtained for the HOMO-LUMO gap is 0.4363 Eh. The HOMO energy comes out at -10.76 eV.

The geometry in XYZ format:
```
12
C6H6, DFT wB97M-V/def2-TZVPD
C -0.899 1.612 -0.797
C -0.274 2.636 -0.885
H -1.433 0.686 -0.705
H 0.257 3.559 -0.972
C 1.915 0.122 0.637
C 2.403 -0.865 1.123
H 1.453 0.985 0.200
H 2.861 -1.726 1.559
C -1.003 -1.736 0.155
C -2.142 -1.771 -0.233
H 0.014 -1.674 0.490
H -3.153 -1.828 -0.572
```

***

[5]
Density functional theory data (wB97M-V/def2-TZVPD) for C13H18OSi in the gas phase.

As for the structure (SMILES): CCO[Si](C)(C)[C@@H]1C=Cc2ccccc21. The relative energy (zero: lowest compared OMol25 entry of this formula, charge and spin) is 4.60 kcal/mol. The total energy comes out at -23699.3691 eV. The value obtained for the LUMO energy is 0.82 eV. The value obtained for the HOMO-LUMO gap is 0.3353 Eh. The HOMO energy comes out at -8.30 eV.

The geometry in XYZ format:
```
33
C13H18OSi, DFT wB97M-V/def2-TZVPD
C -3.542 -1.290 -1.140
C -2.423 -1.818 -0.254
O -1.245 -1.051 -0.219
Si -0.077 -0.951 1.025
C -0.643 0.374 2.229
C 0.333 -2.483 2.022
C 1.482 -0.483 0.073
C 2.636 -0.002 0.952
C 3.015 1.205 0.564
C 2.165 1.684 -0.531
C 2.108 2.852 -1.271
C 1.079 3.023 -2.222
C 0.085 2.054 -2.392
C 0.169 0.860 -1.713
C 1.213 0.684 -0.796
H -4.478 -1.773 -0.886
H -3.310 -1.349 -2.203
H -3.716 -0.249 -0.901
H -2.161 -2.826 -0.551
H -2.814 -1.885 0.798
H -1.299 -0.022 2.946
H 0.259 0.804 2.758
H -1.155 1.172 1.681
H 0.564 -3.273 1.300
H 1.186 -2.318 2.686
H -0.549 -2.711 2.612
H 1.732 -1.351 -0.542
H 3.157 -0.606 1.667
H 3.869 1.754 0.935
H 2.699 3.691 -0.958
H 0.986 3.955 -2.755
H -0.767 2.238 -3.093
H -0.558 0.087 -1.821
```

***

[6]
Density functional theory data (wB97M-V/def2-TZVPD) for a molecular structure, CH3I2NS.

The relative energy (zero: lowest compared OMol25 entry of this formula, charge and spin) is 73.68 kcal/mol. The total energy comes out at -29607.7786 eV. The value obtained for the LUMO energy is -2.82 eV. The value obtained for the HOMO-LUMO gap is 0.2004 Eh. The HOMO energy comes out at -8.27 eV.

The geometry in XYZ format:
```
8
CH3I2NS, DFT wB97M-V/def2-TZVPD
C 0.183 0.516 -0.225
N 1.434 1.016 0.090
S 2.714 0.679 -2.550
I 0.856 -0.021 -3.777
I 1.569 2.875 0.611
H -0.087 0.479 -1.360
H -0.579 1.235 0.329
H 0.330 -0.588 0.132
```